This record from the Open Molecules 2025 dataset describes C6H6N6 in the gas phase. The level of theory is the ωB97M-V functional and the def2-TZVPD basis.

Spin multiplicity: 3
ΔE to the lowest compared entry with this formula, charge and spin in kcal/mol: 0.0

```
18
C6H6N6 (the ωB97M-V functional and the def2-TZVPD basis)
C -3.3079 -0.7849 0.2791
C 1.6921 -2.3553 0.4222
C -1.4985 -1.7985 -0.9217
C -1.8908 -0.7676 0.0055
C 0.7126 -1.5990 -0.1519
C 0.7838 -0.1025 -0.1018
N -4.4442 -0.9083 0.5355
N 2.6581 -2.7855 0.8645
N -0.2462 -2.2420 -0.8711
N -1.1173 -0.0165 0.6670
N 1.5929 0.3924 0.8704
N 0.5634 0.6038 -1.2187
H -2.2686 -2.4200 -1.3383
H -1.3475 0.0893 1.6293
H 1.6269 -0.3086 1.5912
H 1.7092 1.2876 1.2694
H 0.4697 1.5564 -1.0705
H -0.0447 0.3375 -1.9944
```

=====

This record from the Open Molecules 2025 dataset describes an isolated ion of composition C6H6NO3S and charge +1. The level of theory is the ωB97M-V functional and the def2-TZVPD basis.

Total charge: +1
ΔE to the lowest compared entry with this formula, charge and spin in kcal/mol: 0.0
SMILES string: O=S1(=O)OC[n+]2ccccc21

```
17
C6H6NO3S (the ωB97M-V functional and the def2-TZVPD basis)
C 1.6496 1.6057 -0.3066
C 2.2186 0.4121 -0.0746
C 0.2347 1.6883 -0.2746
C 1.4434 -0.7336 0.2004
C -0.5311 0.5554 -0.0513
C -0.8069 -1.7679 0.2264
N 0.1174 -0.5918 0.1058
O -2.8960 0.1574 1.2340
O -3.1020 0.7395 -1.1005
O -1.8561 -1.3824 -0.5370
S -2.3775 0.1264 -0.0643
H 2.2161 2.5141 -0.4476
H 3.2568 0.3577 -0.0316
H -0.4446 2.5252 -0.3410
H 2.0612 -1.6143 0.2806
H -0.1578 -2.6192 -0.1752
H -1.0258 -1.9725 1.3572
```

=====

This record from the Open Molecules 2025 dataset describes an isolated ion of composition C6H6NS and charge +1. The level of theory is the ωB97M-V functional and the def2-TZVPD basis.

Total charge: +1
ΔE to the lowest compared entry with this formula, charge and spin in kcal/mol: 88.7

```
14
C6H6NS (the ωB97M-V functional and the def2-TZVPD basis)
C -1.1685 1.1003 0.4277
C -0.2733 -0.0649 0.4695
C -1.0251 -1.1411 0.3367
C -3.2361 -0.8147 -0.4844
C 1.7232 -0.3442 -0.7576
C 1.0948 0.0688 0.6059
N -2.1767 -1.2801 0.0037
S -2.6920 1.3472 -0.1821
H -0.7321 2.0311 0.8880
H 2.6364 0.1102 -0.9981
H 0.9892 -0.0813 -1.5509
H 1.9398 -1.4260 -0.8727
H 1.3560 1.0736 0.8133
H 1.5643 -0.5789 1.3011
```

=====

This record from the Open Molecules 2025 dataset describes a 2-piece molecular cluster, C6H6NS2 overall. The level of theory is the ωB97M-V functional and the def2-TZVPD basis.

Total charge: +1
ΔE to the lowest compared entry with this formula, charge and spin in kcal/mol: 53.1

```
15
C6H6NS2 (the ωB97M-V functional and the def2-TZVPD basis)
C 1.9501 0.1902 -0.1237
C 1.4822 0.3940 1.1972
C 1.0397 -0.4154 -1.0155
C 0.2499 0.0014 1.5454
C -0.1542 -0.8474 -0.6481
C -1.7520 -1.2025 0.9887
N -0.5669 -0.6509 0.6648
S -5.6013 0.5644 -0.8036
S -3.3039 -1.0384 0.9446
H 3.0395 0.0797 -0.3948
H 2.0168 1.1207 1.8217
H 1.3375 -0.4710 -1.9781
H -0.1729 0.0584 2.5912
H -0.8668 -1.4956 -1.2278
H -5.4457 0.8922 -2.1650
```

=====

This record from the Open Molecules 2025 dataset describes C6H6O in the gas phase. The level of theory is the ωB97M-V functional and the def2-TZVPD basis.

ΔE to the lowest compared entry with this formula, charge and spin in kcal/mol: 87.1
SMILES string: C#CC[C@H](O)C#C

```
13
C6H6O (the ωB97M-V functional and the def2-TZVPD basis)
O 0.4813 1.1409 1.4786
C -0.3887 1.0182 0.3789
C 0.3887 0.7371 -0.9256
C 1.1365 -0.5171 -0.8068
C 1.7117 -1.5605 -0.6232
C -1.3954 -0.0436 0.5734
C -2.1419 -0.9832 0.6675
H 0.9198 0.2834 1.5845
H -0.8821 1.9909 0.2871
H 1.0712 1.5730 -1.1132
H -0.3156 0.6785 -1.7631
H 2.2098 -2.4938 -0.4820
H -2.7953 -1.8238 0.7439
```

=====

This record from the Open Molecules 2025 dataset describes C6H6O in the gas phase. The level of theory is the ωB97M-V functional and the def2-TZVPD basis.

ΔE to the lowest compared entry with this formula, charge and spin in kcal/mol: 144.3

```
13
C6H6O (the ωB97M-V functional and the def2-TZVPD basis)
C -1.1291 0.4047 -0.0196
C -0.2919 -0.8210 -0.1466
C -2.4497 0.5087 0.0281
C -1.0659 -2.0381 -0.0313
C 1.0403 -0.4718 -0.0452
C 1.7248 0.8746 0.1093
O -3.5940 0.5157 0.1981
H -0.7426 1.3577 0.3380
H -1.0466 -2.5934 -0.9239
H 1.8027 -1.3293 0.1281
H 2.4827 0.6512 0.7586
H 1.1588 1.6400 0.4374
H 2.1103 1.3011 -0.8311
```

=====

This record from the Open Molecules 2025 dataset describes C6H6O in the gas phase. The level of theory is the ωB97M-V functional and the def2-TZVPD basis.

ΔE to the lowest compared entry with this formula, charge and spin in kcal/mol: 70.1
SMILES string: C#CC1=CCOC1

```
13
C6H6O (the ωB97M-V functional and the def2-TZVPD basis)
C -1.2112 0.1638 -2.7267
C -0.4686 0.3235 -1.7889
C 0.1419 0.1979 -0.5024
C 0.1066 -0.9845 0.1115
C 0.2808 -0.7952 1.5810
O 0.4316 0.6073 1.7566
C 0.6086 1.2406 0.4965
H -1.9248 -0.0369 -3.4943
H -0.1711 -1.9132 -0.3721
H -0.6379 -1.1291 2.0856
H 1.1270 -1.3386 2.0225
H 1.6739 1.4858 0.3531
H 0.0432 2.1785 0.4776
```

=====

This record from the Open Molecules 2025 dataset describes C6H6O in the gas phase. The level of theory is the ωB97M-V functional and the def2-TZVPD basis.

ΔE to the lowest compared entry with this formula, charge and spin in kcal/mol: 89.3
SMILES string: C#CC1=CCOC1

```
13
C6H6O (the ωB97M-V functional and the def2-TZVPD basis)
C -2.4347 -0.7745 0.8283
C -1.3950 -0.9609 0.2132
C -0.2251 -0.4390 -0.4083
C -0.3084 0.8974 -0.7216
C 1.0512 1.5094 -0.5675
O 1.8767 0.4838 -0.0356
C 1.1724 -0.7403 0.0756
H -3.4314 -0.6378 1.2097
H -1.0753 1.3212 -1.3689
H 1.4537 1.8565 -1.5349
H 1.0386 2.3730 0.1187
H 1.2210 -1.1023 1.1160
H 1.6419 -1.5160 -0.5531
```

=====

This record from the Open Molecules 2025 dataset describes C6H6O as an isolated structure. The level of theory is the ωB97M-V functional and the def2-TZVPD basis.

ΔE to the lowest compared entry with this formula, charge and spin in kcal/mol: 118.7

```
13
C6H6O (the ωB97M-V functional and the def2-TZVPD basis)
C 2.5862 -0.8482 0.5717
C 1.8053 0.0636 0.3940
C 0.4592 0.3208 0.0140
C -0.4212 1.3047 0.1932
C -1.7768 0.8288 -0.2213
O -1.5992 -0.5724 -0.5072
C -0.2033 -0.9611 -0.3728
H 3.4490 -1.4333 0.7381
H -0.2403 2.2670 0.6559
H -2.5272 0.9642 0.5680
H -2.1629 1.3812 -1.1043
H -0.0198 -1.5595 -1.2426
H 0.6510 -1.7557 0.3131
```

=====

This record from the Open Molecules 2025 dataset describes C6H6O in the gas phase. The level of theory is the ωB97M-V functional and the def2-TZVPD basis.

ΔE to the lowest compared entry with this formula, charge and spin in kcal/mol: 133.2
SMILES string: C#CC[C@H](O)C#C

```
13
C6H6O (the ωB97M-V functional and the def2-TZVPD basis)
O -0.7078 -1.3996 1.6890
C -1.0829 -0.4050 0.7626
C 0.0326 0.7155 0.6261
C 0.8107 0.5907 -0.6034
C 1.8439 1.0853 -0.9844
C -1.2221 -0.9194 -0.6078
C -0.5293 -0.7823 -1.6101
H -0.1520 -2.0366 1.2206
H -1.9842 0.0649 1.1586
H 0.7501 0.6288 1.4505
H -0.3613 1.7420 0.6238
H 2.7705 1.5689 -1.1209
H -0.1682 -0.8533 -2.6047
```

=====

This record from the Open Molecules 2025 dataset describes C6H6O in the gas phase. The level of theory is the ωB97M-V functional and the def2-TZVPD basis.

Spin multiplicity: 3
ΔE to the lowest compared entry with this formula, charge and spin in kcal/mol: 31.9

```
13
C6H6O (the ωB97M-V functional and the def2-TZVPD basis)
C 1.5937 -1.4298 -0.5114
C 0.4640 -0.9753 -0.8884
C -1.0489 -0.9650 -0.9233
C 0.5661 0.5495 1.5896
C -0.4214 0.3324 -0.6579
C -0.3265 1.0697 0.6191
O 0.8763 1.7425 0.8355
H 2.6721 -1.2411 -0.2881
H -1.7152 -1.2389 -1.7855
H -1.5127 -1.2733 -0.0054
H 0.4601 0.7121 2.6585
H -0.3481 1.0994 -1.4195
H -1.2594 1.6178 0.7767
```

=====

This record from the Open Molecules 2025 dataset describes a 2-piece molecular cluster, C6H6O overall. The level of theory is the ωB97M-V functional and the def2-TZVPD basis.

Spin multiplicity: 3
ΔE to the lowest compared entry with this formula, charge and spin in kcal/mol: 17.7

```
13
C6H6O (the ωB97M-V functional and the def2-TZVPD basis)
C -1.3083 2.4134 0.1744
C -1.0339 1.2389 -0.1284
C 2.0504 0.4759 -0.3982
C -0.4623 -1.0698 0.8236
C -0.5925 -1.4076 -0.7027
C -0.4481 -0.0369 -0.1748
O 2.6607 -0.2650 0.3110
H -1.2049 3.4660 0.1907
H 2.5014 1.5041 -0.7505
H -1.3187 -1.4319 1.4027
H 0.3972 -1.4512 1.3279
H 0.3495 -1.7642 -1.0950
H -1.5905 -1.6717 -0.9806
```